Entry from OMol25: a structure of composition C39H42N8O3PSTc (ωB97M-V with the def2-TZVPD basis set).

XYZ file:
```
95
Properties=species:S:1:pos:R:3:forces:R:3
Tc -0.2565 0.1714 1.1517 0.16 0.29 0.34
O 1.9130 1.1809 4.4705 -0.13 -0.18 -0.39
C 1.5460 0.8257 3.3698 0.15 -0.15 0.39
N 0.5140 1.3358 2.6164 -0.23 -0.14 0.26
C 0.2334 2.6794 2.6527 -0.49 0.74 -0.54
C 0.4985 3.5883 3.6773 0.03 -0.02 0.24
C 0.1273 4.9105 3.5299 0.03 -0.18 -0.03
C -0.5012 5.3561 2.3658 -0.09 -0.06 -0.06
C -0.7579 4.4828 1.3326 -0.01 -0.03 0.04
C -0.3741 3.1409 1.4496 0.19 0.51 0.95
N -0.5395 2.2121 0.4761 1.23 -1.21 -0.51
C -1.6712 2.2465 -0.3005 -0.84 0.30 -0.24
O -1.8064 2.6652 -1.4212 -0.02 -0.07 0.26
C -2.7781 1.5933 0.5109 -0.43 0.26 -0.11
C -4.0939 2.0273 0.4897 0.25 -0.16 -0.11
C -4.9906 1.4884 1.4000 0.22 -0.18 0.08
C -4.5329 0.5225 2.2834 -0.04 0.14 -0.17
C -3.2047 0.1318 2.2291 -0.12 -0.34 0.28
N -2.3360 0.6543 1.3678 -0.28 0.34 0.13
C 2.2990 -0.1643 2.5408 0.63 -0.22 -0.03
C 3.5231 -0.6621 2.9643 -0.46 0.10 -0.10
C 4.3328 -1.3102 2.0457 -0.23 0.05 -0.30
C 3.8791 -1.4259 0.7399 0.07 0.04 0.36
C 2.6113 -0.9700 0.4145 -0.04 -0.09 -0.37
N 1.8205 -0.3565 1.2908 0.56 0.05 0.26
H 0.9517 3.2349 4.5897 0.02 0.05 0.01
H 0.3073 5.6033 4.3365 0.05 0.06 0.08
H -0.7940 6.3912 2.2802 0.00 0.09 -0.04
H -1.2079 4.8179 0.4110 -0.08 0.09 -0.10
H -4.3931 2.7889 -0.2116 0.05 0.08 -0.12
H -6.0164 1.8243 1.4283 -0.05 0.01 0.00
H -5.1939 0.0756 3.0092 0.02 -0.04 0.08
H -2.8171 -0.6145 2.9078 0.05 -0.08 -0.02
H 3.8189 -0.5083 3.9912 0.01 0.13 0.02
H 5.3058 -1.6750 2.3309 0.12 -0.08 0.04
H 4.4969 -1.8557 -0.0318 -0.01 -0.09 -0.11
H 2.2372 -1.0554 -0.5941 -0.14 -0.08 0.05
S -0.6846 -4.2578 2.1221 0.07 0.69 0.11
C -0.2849 -3.4925 3.6064 -0.10 -0.17 -0.25
C -0.1552 -2.1395 3.4975 0.12 -0.05 0.16
C -0.3769 -1.6539 2.1853 -0.35 -0.30 -0.67
C -0.6847 -2.7097 1.3358 0.26 0.03 0.87
C -1.1236 -2.4482 0.0023 -0.36 -0.12 -0.46
C -1.6714 -3.4103 -0.8541 0.16 0.27 0.17
C -2.2975 -3.0000 -2.0104 0.03 0.27 0.14
C -2.3454 -1.6380 -2.2930 0.05 -0.08 0.19
C -1.6867 -0.7579 -1.4556 -0.35 0.05 -0.50
N -1.0914 -1.1337 -0.3270 -0.08 -0.64 -0.06
H -0.1782 -4.0977 4.4851 0.08 -0.09 0.23
H 0.1010 -1.5171 4.3388 0.03 0.08 0.18
H -1.6460 -4.4494 -0.5611 0.00 -0.06 0.00
H -2.7694 -3.7186 -2.6623 -0.05 -0.06 -0.08
H -2.8872 -1.2621 -3.1441 0.05 0.07 -0.13
H -1.6548 0.2917 -1.7005 0.04 0.01 -0.08
O 0.8408 -0.4773 -2.1223 -0.51 0.25 0.58
P 1.8660 -0.7680 -3.1305 1.28 -0.22 -1.48
N 3.0745 0.3912 -3.1089 -0.68 -0.61 0.06
C 4.2121 0.4841 -4.0202 0.43 -0.10 -0.17
C 4.1568 1.9043 -4.5794 0.03 -0.09 0.10
C 3.6145 2.6819 -3.3819 0.00 -0.09 -0.17
C 2.5557 1.7375 -2.8323 -0.27 0.36 0.26
N 1.1172 -0.8812 -4.6363 0.38 0.14 1.05
C 1.7332 -0.9229 -5.9518 0.33 -0.02 -0.23
C 0.5411 -1.1008 -6.8875 0.10 0.10 0.01
C -0.4940 -0.1911 -6.2316 0.10 -0.16 0.04
C -0.2875 -0.4929 -4.7523 -0.54 -0.01 0.21
N 2.6581 -2.1917 -2.7688 -0.36 0.47 0.07
C 3.8643 -2.7469 -3.3484 0.42 0.14 -0.14
C 4.1537 -3.9983 -2.4988 0.03 -0.06 0.01
C 2.8685 -4.2520 -1.6908 -0.08 0.02 -0.09
C 1.8429 -3.3008 -2.3059 -0.24 -0.20 0.15
H 4.1820 -0.2907 -4.7873 0.05 0.06 -0.05
H 5.1383 0.3590 -3.4450 0.00 -0.07 -0.14
H 3.4526 1.9645 -5.4115 -0.02 -0.03 -0.04
H 5.1280 2.2537 -4.9253 0.00 -0.01 -0.01
H 3.1930 3.6416 -3.6655 0.00 0.12 0.08
H 4.4053 2.8409 -2.6487 0.03 0.04 0.03
H 1.6042 1.8948 -3.3491 -0.08 0.11 0.00
H 2.3706 1.8505 -1.7635 -0.01 0.13 -0.03
H 2.4627 -1.7333 -6.0197 0.01 0.05 -0.08
H 2.2300 0.0281 -6.1887 0.11 -0.09 -0.03
H 0.2002 -2.1365 -6.8649 0.01 -0.05 -0.03
H 0.7715 -0.8262 -7.9134 0.03 -0.03 -0.06
H -1.5118 -0.3963 -6.5524 -0.07 0.03 -0.03
H -0.2668 0.8529 -6.4476 0.01 0.06 -0.02
H -0.9089 -1.3385 -4.4419 -0.09 0.12 -0.04
H -0.5147 0.3508 -4.0997 -0.12 0.01 -0.06
H 4.6668 -2.0126 -3.2979 0.07 -0.08 -0.04
H 3.7304 -3.0322 -4.3983 -0.05 0.01 -0.04
H 5.0060 -3.8358 -1.8412 0.03 -0.01 0.00
H 4.3915 -4.8498 -3.1346 0.06 0.04 -0.01
H 3.0120 -4.0126 -0.6369 0.00 -0.02 0.01
H 2.5386 -5.2853 -1.7674 0.00 -0.06 0.11
H 1.1086 -2.9376 -1.5867 -0.05 -0.11 -0.07
H 1.3145 -3.7902 -3.1341 -0.07 0.00 -0.04
```
Positions in Å, forces in eV/Å.

Output
Spin multiplicity: 4
Net charge: +1
Electronic energy in Ha: -2995.38799
E_LUMO (alpha / beta) in eV: -2.8 / -4.4
Highest occupied orbital energy (alpha / beta) in eV: -9.899 / -9.998
Largest force on an atom in eV Å⁻¹: 2.0
⟨S²⟩: 3.7780

***

Entry from OMol25: a structure of composition C39H43As2ClIrSi2 (ωB97M-V with the def2-TZVPD basis set).

XYZ file:
```
88
Properties=species:S:1:pos:R:3:forces:R:3
C 1.3013 1.5193 0.8515 0.63 0.32 -1.01
C 1.3789 2.1155 -0.4178 -0.31 0.66 0.69
C 0.0636 2.6331 -0.7662 -0.58 0.12 0.74
H 2.2628 2.3123 -1.0190 -0.16 -0.29 0.23
C -0.8110 2.3217 0.3937 0.86 0.34 -0.47
C -0.0222 1.5999 1.3450 -0.68 0.90 -0.42
H -0.3578 1.3355 2.3451 0.13 -0.14 -0.34
H 2.1434 1.1212 1.4007 -0.08 -0.18 -0.08
H -0.1577 3.4400 -1.4535 0.39 0.04 0.22
H -1.7680 2.8106 0.5832 0.33 -0.39 -0.06
Ir -0.8772 0.7925 -1.2741 -1.33 -0.11 0.97
Si -1.4907 1.4908 -5.3262 -0.92 -0.51 -0.78
C -1.5577 0.9823 -7.1641 -0.19 0.36 0.15
C -2.5500 0.0743 -7.5619 -0.04 -0.51 -0.22
H -3.3790 -0.1751 -6.8897 0.43 -0.08 -0.21
C -2.4772 -0.5620 -8.8085 -0.52 0.00 0.11
H -3.2159 -1.3247 -9.0517 0.10 0.22 0.00
C -1.5040 -0.2186 -9.7376 0.16 0.05 0.75
H -1.4518 -0.7175 -10.7034 -0.01 0.17 0.21
C -0.5736 0.7665 -9.3779 0.08 0.45 -0.03
H 0.1860 1.0549 -10.1029 -0.13 0.03 0.22
C -0.6183 1.3941 -8.1309 0.21 -0.14 -0.16
H 0.0996 2.1908 -7.8973 -0.19 -0.45 -0.09
C -3.3334 1.9749 -5.1883 1.16 -0.69 0.47
C -3.8022 3.1337 -5.8371 -1.31 1.08 -0.85
H -3.0893 3.8174 -6.3101 -0.28 -0.20 0.16
C -5.1760 3.3804 -5.9197 0.65 0.70 -0.29
H -5.5455 4.2710 -6.4415 0.19 -0.41 0.24
C -6.0804 2.5083 -5.3165 -0.17 0.75 -0.30
H -7.1491 2.7096 -5.3378 0.19 0.01 -0.12
C -5.6131 1.3792 -4.6412 1.51 -1.32 1.00
H -6.2915 0.7061 -4.1192 -0.01 0.20 -0.24
C -4.2421 1.1147 -4.5861 -1.61 -0.60 0.18
H -3.8713 0.2185 -4.0792 -0.23 0.36 -0.10
H -0.8084 2.7922 -5.1192 0.04 -0.18 0.18
Si -3.0231 -2.7069 -4.1319 1.20 -0.08 -0.35
C -2.7236 1.7399 -1.5647 0.98 -0.83 0.07
C -2.7305 3.0555 -2.0152 -1.02 0.23 -0.12
H -1.8434 3.4960 -2.4501 -0.03 0.16 0.21
C -3.9186 3.7919 -1.9567 0.02 -0.05 -0.33
H -3.9270 4.8154 -2.3260 -0.05 -0.12 0.15
C -5.0859 3.2088 -1.4666 0.25 0.13 -0.04
H -5.9970 3.8014 -1.4054 0.17 -0.17 0.05
C -5.0843 1.8620 -1.0931 -0.21 -0.12 -0.54
H -6.0289 1.4050 -0.8002 0.27 -0.01 0.07
C -3.9170 1.1058 -1.2065 -0.37 0.35 0.18
H -3.9409 0.0260 -1.0239 -0.04 0.44 0.13
C -1.6294 -1.5025 -4.7000 0.59 -1.20 -0.60
C -1.1908 -0.1777 -4.1897 -1.09 1.06 0.40
H -1.4833 0.0675 -3.1061 -0.03 -0.32 -1.30
C 0.1167 0.3212 -4.6233 2.34 -0.77 -0.40
H 0.6860 1.0422 -4.0104 -0.48 -0.30 -0.37
C 0.8104 -0.3618 -5.6714 -0.15 0.66 0.54
H 1.7128 0.0984 -6.0881 -0.24 -0.28 0.26
C 0.3327 -1.5482 -6.1791 0.87 0.30 -0.87
H 0.8293 -2.0380 -7.0188 -0.01 0.18 0.34
C -0.8185 -2.1421 -5.6462 -1.65 0.56 1.02
H -1.0833 -3.1371 -6.0107 -0.03 0.24 0.13
H -3.7538 -2.4000 -2.9212 -0.41 0.62 0.52
Cl -2.0345 -4.4459 -3.5388 -0.21 0.15 -0.20
C -2.4974 -2.8159 0.0618 0.00 0.60 -0.49
As -1.6882 -0.9870 0.1846 0.09 -1.93 1.79
C -2.6662 -0.3684 1.7657 -0.08 0.06 -0.42
C -0.0093 -1.6551 1.0408 -0.22 0.24 -0.29
C 0.0408 -2.1969 2.3249 0.42 -0.04 -0.26
C 1.2756 -2.6420 2.8271 -0.56 0.08 0.15
C 2.4209 -2.5846 2.0434 0.34 0.08 -0.38
C 2.3607 -2.0858 0.7326 -0.39 0.00 0.24
C 1.1421 -1.5977 0.2567 -0.24 0.10 -0.43
As 0.8643 -0.8574 -1.5687 2.70 -1.96 1.07
C 2.6931 -0.2917 -1.9533 -0.22 0.13 -0.35
C 0.9593 -2.6035 -2.4910 -0.51 0.42 -0.10
H -3.5113 -2.7262 -0.3460 0.22 -0.20 0.11
H -2.5198 -3.2168 1.0849 0.04 0.19 -0.35
H -1.8721 -3.4443 -0.5847 -0.26 0.15 0.16
H -1.9600 -0.2906 2.5997 -0.31 0.00 -0.20
H -3.1199 0.5985 1.5328 0.02 -0.16 0.24
H -3.4377 -1.1216 1.9640 0.15 0.34 0.14
H -0.8628 -2.2772 2.9232 0.18 -0.01 0.05
H 1.3199 -3.0369 3.8453 0.04 0.11 -0.37
H 3.3813 -2.9285 2.4412 -0.43 0.09 -0.14
H 3.2461 -2.0807 0.0980 -0.12 0.02 0.23
H 3.2414 -1.1624 -2.3349 -0.04 0.41 0.10
H 2.6152 0.4875 -2.7207 0.39 -0.17 0.18
H 3.1456 0.1004 -1.0376 -0.04 -0.07 -0.31
H 1.9715 -2.9962 -2.3214 -0.37 0.21 0.00
H 0.2163 -3.2801 -2.0595 0.12 0.12 -0.19
H 0.7672 -2.4495 -3.5547 0.09 -0.23 0.12
```
Positions in Å, forces in eV/Å.

Output
Spin multiplicity: 6
Net charge: +2
Electronic energy in Ha: -7126.16724
E_LUMO (alpha / beta) in eV: -5.8 / -9.6
Highest occupied orbital energy (alpha / beta) in eV: -11.398 / -13.345
Largest force on an atom in eV Å⁻¹: 3.5
⟨S²⟩: 8.8126

***

What energy relative to the best compared isomer or geometry (same formula, charge and spin) values result from the calculations? In sequence: 56.8 50.8 kcal per mole.